C2H10NO3 | ωB97M-V/def2-TZVPD

Geometry as XYZ:
```
16
Properties=species:S:1:pos:R:3
C 1.414 -1.325 0.869
N 1.443 -1.117 -0.596
C 0.711 0.114 -0.871
O -0.697 0.011 -0.478
H 0.443 -1.508 1.448
H 1.897 -2.287 1.076
H 1.987 -0.543 1.378
H 0.776 -1.725 -0.957
H 1.293 0.826 -0.364
H 0.779 0.349 -1.827
H -2.635 2.132 -1.548
H -1.327 1.539 -1.342
O -1.728 2.340 -1.744
H -1.944 0.263 2.340
H -1.148 0.269 0.846
O -1.265 0.663 1.770
```

Computed properties:
gap between HOMO and LUMO: 0.30174 hartree
HOMO: -3.96 eV
ΔE to the lowest compared entry with this formula, charge and spin: 27.2 kcal per mole
net charge: -1

C2H10NO5 | ωB97M-V/def2-TZVPD

Geometry as XYZ:
```
18
Properties=species:S:1:pos:R:3
C 1.113 -0.179 2.092
N 0.989 -0.145 0.652
C -0.302 -0.101 -0.002
O -0.258 -0.290 -1.232
O -1.231 0.117 0.798
H 0.575 -1.031 2.519
H 0.695 0.721 2.535
H 2.161 -0.282 2.362
H 1.865 -0.167 0.161
H 1.590 -1.496 -1.017
H 1.515 -2.457 -2.142
O 2.178 -1.983 -1.627
H -2.664 -0.626 -1.880
H -1.960 0.561 -2.415
O -2.644 -0.069 -2.664
H -0.528 2.195 0.403
H -1.926 2.342 0.860
O -1.169 2.890 0.598
```

Computed properties:
gap between HOMO and LUMO: 0.32995 hartree
HOMO: -5.17 eV
ΔE to the lowest compared entry with this formula, charge and spin: 10.6 kcal per mole
net charge: -1

C2H10NOSi2 | ωB97M-V/def2-TZVPD

Geometry as XYZ:
```
16
Properties=species:S:1:pos:R:3
C -1.321 1.078 1.008
C 0.715 0.708 -0.296
N -0.330 0.046 0.520
O 0.852 -1.883 -1.227
Si -0.607 -2.157 -0.961
Si 2.050 -0.600 -0.858
H -1.946 0.612 1.707
H -0.856 1.768 1.796
H 0.191 1.146 -1.272
H 1.206 1.479 0.226
H -0.095 -0.311 1.470
H -1.721 -1.673 -1.759
H -1.801 1.538 0.216
H -0.935 -2.799 0.306
H 2.801 -0.370 -2.223
H 2.601 -1.300 0.394
```

Computed properties:
gap between HOMO and LUMO: 0.35542 hartree
HOMO: -14.39 eV
ΔE to the lowest compared entry with this formula, charge and spin: 7.8 kcal per mole
net charge: +1

C2H10NS | ωB97M-V/def2-TZVPD

Geometry as XYZ:
```
14
Properties=species:S:1:pos:R:3
N -1.509 1.806 -0.472
H -1.874 1.295 -1.282
H -1.037 2.668 -0.753
H -0.771 1.233 0.012
H -2.264 2.042 0.170
C 0.921 -1.169 -0.754
C 0.611 -1.342 0.715
S 0.290 0.230 1.612
H 0.063 -0.832 -1.327
H 1.742 -0.489 -0.938
H 1.214 -2.124 -1.202
H 1.400 -1.842 1.263
H -0.302 -1.936 0.859
H 1.515 0.460 2.098
```

Computed properties:
gap between HOMO and LUMO: 0.35418 hartree
HOMO: -13.53 eV
ΔE to the lowest compared entry with this formula, charge and spin: 3.2 kcal per mole
net charge: +1

C2H10NS | ωB97M-V/def2-TZVPD

Geometry as XYZ:
```
14
Properties=species:S:1:pos:R:3
N 2.174 1.469 0.829
H 1.555 0.636 0.854
H 2.831 1.186 1.576
H 1.739 2.325 1.167
H 2.740 1.551 -0.015
C -1.967 0.436 -0.611
S -0.536 -0.397 0.310
C -0.485 -2.078 -0.375
H -2.822 0.722 -0.001
H -1.566 1.409 -0.913
H -2.215 -0.083 -1.522
H -1.497 -2.305 -0.725
H -0.338 -2.788 0.456
H 0.387 -2.082 -1.029
```

Computed properties:
gap between HOMO and LUMO: 0.30796 hartree
HOMO: -12.42 eV
ΔE to the lowest compared entry with this formula, charge and spin: 16.2 kcal per mole
net charge: +1

C2H10NS2 | ωB97M-V/def2-TZVPD

Geometry as XYZ:
```
15
Properties=species:S:1:pos:R:3
C 3.092 2.180 1.769
N 2.033 1.687 0.806
H 4.001 1.584 1.553
H 3.365 3.133 1.295
H 2.911 2.181 2.844
H 2.103 2.149 -0.099
H 1.045 1.871 1.070
H 1.964 0.661 0.808
C -2.807 -2.661 -2.419
S -3.224 -1.160 -1.520
S -2.681 -1.319 0.398
H -1.785 -2.571 -2.774
H -3.495 -2.843 -3.235
H -2.768 -3.536 -1.754
H -3.756 -1.355 1.258
```

Computed properties:
gap between HOMO and LUMO: 0.25739 hartree
HOMO: -11.15 eV
ΔE to the lowest compared entry with this formula, charge and spin: 32.7 kcal per mole
net charge: +1